Entry 1
11
Properties=species:S:1:pos:R:3:nbo_charge:R:1 method="wB97M-V/def2-TZVPD" homo_energy_ev=-9.6733 homo_lumo_gap_ev=8.87 charge=0
C 3.29 -0.88 -0.18 0.101
C 2.03 -0.77 -0.06 -0.554
C 0.73 -0.48 0.00 0.516
C 0.17 0.90 0.14 -0.541
C -1.32 0.62 -0.02 -0.257
C -1.46 -0.70 -0.18 0.111
O -0.24 -1.37 -0.23 -0.414
H 0.94 1.41 -0.51 0.296
H 0.36 1.39 1.10 0.274
H -2.17 1.26 0.20 0.243
H -2.31 -1.37 -0.26 0.226



Entry 2
11
Properties=species:S:1:pos:R:3:nbo_charge:R:1 method="wB97M-V/def2-TZVPD" homo_energy_ev=-9.1737 smiles="C#CC=C=C1CO1" homo_lumo_gap_ev=9.78 charge=0
C -0.13 0.66 -3.56 -0.193
C -0.21 0.44 -2.38 -0.045
C 0.11 0.26 -1.00 -0.288
C -0.49 -0.34 0.02 -0.055
C -0.29 -0.61 1.27 0.273
C -0.12 -0.31 2.66 -0.120
O 0.26 -1.58 2.04 -0.429
H -0.02 0.86 -4.60 0.236
H 1.10 0.65 -0.76 0.222
H -0.92 -0.38 3.38 0.204
H 0.72 0.35 2.91 0.196



Entry 3
11
Properties=species:S:1:pos:R:3:nbo_charge:R:1 method="wB97M-V/def2-TZVPD" homo_energy_ev=-10.1303 smiles="C#CC(=O)C#CC" homo_lumo_gap_ev=10.04 charge=0
C -2.19 -0.01 -1.04 -0.702
C -0.90 0.55 -0.69 0.141
C 0.13 0.91 -0.16 -0.152
C 0.95 0.70 1.01 0.452
O 0.61 1.11 2.11 -0.476
C 2.09 -0.19 0.82 -0.117
C 3.01 -0.95 0.68 -0.133
H -2.57 0.32 -2.00 0.250
H -2.89 0.27 -0.25 0.248
H -2.09 -1.10 -1.04 0.249
H 3.84 -1.61 0.56 0.239



Here is how they stack up, most stable first: entry 3, entry 1, entry 2.



Entry 1
11
Properties=species:S:1:pos:R:3:nbo_charge:R:1 method="wB97M-V/def2-TZVPD" homo_energy_ev=-8.5228 smiles=C#Cc1ccco1 homo_lumo_gap_ev=9.55 charge=0
C 2.93 -0.16 0.17 -0.183
C 1.80 -0.18 -0.24 -0.061
C 0.39 -0.09 -0.39 0.177
C -0.41 0.98 -0.14 -0.251
C -1.71 0.44 0.09 -0.318
C -1.60 -0.90 -0.08 0.104
O -0.33 -1.25 -0.38 -0.382
H 3.88 -0.13 0.65 0.235
H -0.08 2.01 -0.08 0.237
H -2.58 0.99 0.40 0.233
H -2.30 -1.72 -0.01 0.209



Entry 2
11
Properties=species:S:1:pos:R:3:nbo_charge:R:1 method="wB97M-V/def2-TZVPD" homo_energy_ev=-9.3514 smiles=C#CC#C[C@H]1CO1 homo_lumo_gap_ev=9.57 charge=0
C 0.09 2.09 1.46 -0.124
C -0.81 1.29 1.56 -0.111
C -1.26 0.03 1.21 -0.004
C -1.05 -1.01 0.61 -0.017
C 0.02 -1.40 -0.31 -0.014
C 0.27 -0.45 -1.40 -0.086
O 1.11 -0.47 -0.27 -0.474
H 0.94 2.71 1.32 0.242
H 0.35 -2.43 -0.38 0.211
H -0.39 0.41 -1.48 0.190
H 0.74 -0.77 -2.33 0.187



Entry 3
11
Properties=species:S:1:pos:R:3:nbo_charge:R:1 method="wB97M-V/def2-TZVPD" homo_energy_ev=-9.5720 homo_lumo_gap_ev=8.42 charge=0
C 1.90 0.62 0.12 -0.207
C -0.20 1.82 -1.45 0.039
C -0.44 0.80 -0.75 -0.529
C -0.43 -0.26 0.09 0.429
O 0.70 -0.51 0.69 -0.458
C -1.64 -1.04 0.29 -0.100
C -2.70 -1.61 0.38 -0.083
H 2.28 0.09 -0.74 0.214
H 2.41 0.52 1.06 0.198
H 1.75 1.69 -0.15 0.248
H -3.64 -2.12 0.46 0.248



Entry 4
11
Properties=species:S:1:pos:R:3:nbo_charge:R:1 method="wB97M-V/def2-TZVPD" homo_energy_ev=-9.4595 homo_lumo_gap_ev=10.19 charge=0
C 3.19 -0.57 -0.15 0.034
C 1.94 -0.40 -0.09 -0.434
C 0.54 -0.22 0.12 0.188
C -0.16 0.87 0.53 -0.238
C -1.54 0.55 0.33 -0.318
C -1.55 -0.69 -0.21 0.116
O -0.30 -1.18 -0.35 -0.377
H 2.35 0.02 -1.11 0.339
H 0.27 1.79 0.91 0.241
H -2.39 1.18 0.55 0.237
H -2.34 -1.35 -0.54 0.212



Here is how they stack up, most stable first: entry 1, entry 4, entry 2, entry 3.



Entry 1
11
Properties=species:S:1:pos:R:3:nbo_charge:R:1 method="wB97M-V/def2-TZVPD" homo_energy_ev=-10.2391 smiles="C#CC(=O)C#CC" homo_lumo_gap_ev=10.00 charge=0
C 2.07 0.15 1.13 -0.695
C 1.03 -0.45 0.30 0.115
C 0.13 -0.87 -0.39 -0.134
C -1.11 -1.06 -1.12 0.448
O -1.41 -2.02 -1.78 -0.464
C -1.98 0.11 -0.94 -0.113
C -2.58 1.13 -0.71 -0.136
H 2.88 -0.54 1.34 0.244
H 1.64 0.49 2.07 0.247
H 2.47 1.03 0.62 0.249
H -3.12 2.03 -0.51 0.239



Entry 2
11
Properties=species:S:1:pos:R:3:nbo_charge:R:1 method="wB97M-V/def2-TZVPD" homo_energy_ev=-9.2424 smiles=C#CC#C[C@H]1CO1 homo_lumo_gap_ev=9.82 charge=0
C -0.31 -0.79 1.71 0.020
C -1.35 -1.15 1.13 -0.202
C -1.47 -0.91 -0.20 0.092
C -1.11 -0.52 -1.33 -0.183
C 0.24 0.09 -1.16 0.029
C 0.39 1.33 -0.38 -0.092
O 0.86 0.13 0.21 -0.504
H 0.49 -0.67 2.41 0.241
H 1.01 -0.18 -1.87 0.215
H -0.52 1.75 0.06 0.194
H 1.19 2.02 -0.60 0.190



Here is how they stack up, most stable first: entry 1, entry 2.



Entry 1
11
Properties=species:S:1:pos:R:3:nbo_charge:R:1 method="wB97M-V/def2-TZVPD" homo_energy_ev=-8.9549 smiles=C#Cc1ccco1 homo_lumo_gap_ev=8.96 charge=0
C -0.17 -1.94 2.37 -0.329
C -0.07 -0.92 1.68 0.011
C -0.03 0.01 0.64 0.121
C 1.02 0.50 -0.09 -0.204
C 0.45 1.04 -1.27 -0.325
C -0.89 0.82 -1.17 0.136
O -1.20 0.22 -0.02 -0.370
H -0.42 -2.65 1.57 0.268
H 2.06 0.43 0.20 0.242
H 0.98 1.48 -2.10 0.238
H -1.72 1.02 -1.83 0.212



Entry 2
11
Properties=species:S:1:pos:R:3:nbo_charge:R:1 method="wB97M-V/def2-TZVPD" homo_energy_ev=-8.7131 smiles=C#Cc1ccco1 homo_lumo_gap_ev=8.85 charge=0
C -2.64 0.53 0.20 -0.307
C -1.57 0.84 0.71 -0.003
C -0.17 0.82 0.58 0.125
C 0.57 -0.24 1.04 -0.186
C 1.35 -0.70 -0.05 -0.340
C 1.05 0.13 -1.09 0.147
O 0.18 1.08 -0.73 -0.377
H -2.52 -0.34 -0.45 0.251
H 0.45 -0.70 2.02 0.240
H 1.96 -1.58 -0.09 0.239
H 1.34 0.15 -2.13 0.212



Here is how they stack up, most stable first: entry 1, entry 2.